Molecular formula: C4H12O3
Method: DFT, ωB97M-V/def2-TZVPD

Positions of all 19 atoms, in Å:
1 O 1.197015 1.261746 -1.801286
2 C 0.792037 0.218937 -1.395586
3 C 0.137924 -0.070538 -0.059170
4 C 0.765632 0.683141 1.136995
5 C 0.060244 0.611090 2.492933
6 H 0.674152 -0.699571 -2.016233
7 H -0.946250 0.057775 -0.111917
8 H 0.224783 -1.139256 0.156442
9 H 1.824841 0.417746 1.102717
10 H 0.805231 1.737329 0.848457
11 H 0.122919 1.571315 2.997294
12 H 0.553711 -0.118691 3.137656
13 H -0.975088 0.303807 2.354635
14 H 1.500804 -3.013439 -4.553399
15 H 2.263328 -3.563212 -3.455134
16 O 2.095845 -3.743987 -4.371185
17 H -3.181154 2.276166 1.502725
18 H -4.350215 1.427255 1.228139
19 O -3.565761 1.782381 0.805925

Cartesian forces, eV/Å:
0.6 0.4 0.0
-1.8 -1.2 0.4
0.5 -0.1 1.5
0.0 1.1 -1.3
0.6 -0.7 -0.3
0.6 0.3 -0.6
0.0 0.5 -0.3
0.2 -0.2 -0.3
0.0 -0.2 0.7
-0.1 0.0 -0.1
-0.2 0.0 0.1
-0.2 -0.1 0.1
-0.1 0.2 0.2
-0.2 0.1 -0.6
0.5 -0.3 0.9
-0.3 0.2 -0.3
0.9 0.9 0.9
-0.3 -0.2 -0.2
-0.5 -0.7 -0.8

Summary:
Energy above the lowest of the compared OMol25 structures with the same formula, charge and spin, eV: 0.916
HOMO, eV: -9.91
SMILES: CCCC=O.O.O
Frontier orbital gap, eV: 10.4728

***

Molecular formula: C4H12BrN2
Method: DFT, ωB97M-V/def2-TZVPD

Positions of all 19 atoms, in Å:
1 C -2.613293 -1.478576 -0.571495
2 C 2.774159 1.180235 -0.815720
3 C -1.507429 -1.360869 0.365012
4 C -0.615926 1.018102 0.696695
5 N 2.099977 1.102819 0.500645
6 N -0.809108 -0.013057 0.024082
7 Br 2.537488 -0.425379 1.604802
8 H -3.315970 -0.594843 -0.489010
9 H -2.297381 -1.653203 -1.558328
10 H -3.146626 -2.477376 -0.268487
11 H 2.271582 1.893259 -1.370525
12 H 3.792625 1.338599 -0.691738
13 H 2.726431 0.258113 -1.277947
14 H -0.760308 -2.120476 0.384378
15 H -1.782167 -1.335934 1.373835
16 H -0.110248 1.776364 0.139235
17 H -0.996132 1.107139 1.725071
18 H -0.542100 -0.067230 -0.973236
19 H 2.294430 1.852318 1.202733

Cartesian forces, eV/Å:
-3.1 -1.7 1.2
-0.1 -0.5 3.0
1.7 2.3 0.2
-0.1 0.8 0.4
-0.5 0.0 1.6
-0.8 -3.6 -1.2
-0.1 0.5 -0.8
0.7 -1.2 -0.2
0.4 0.1 -1.5
0.5 2.0 -0.6
-0.8 1.6 -1.2
2.0 0.9 0.0
-0.6 -2.0 -1.0
0.8 -0.6 -0.8
-0.8 0.6 1.6
0.0 0.8 0.4
0.5 -0.1 -0.5
0.2 0.5 0.8
0.3 -0.5 -1.4

Summary:
Total charge: +1
Energy above the lowest of the compared OMol25 structures with the same formula, charge and spin, eV: 1.772
HOMO, eV: -12.94
Frontier orbital gap, eV: 8.8156

***

Molecular formula: C25H45Br11N2O4
Method: DFT, ωB97M-V/def2-TZVPD

Positions of all 87 atoms, in Å:
1 C -0.151322 -6.014596 -1.653429
2 C -1.635306 -6.220838 -1.849745
3 O -2.118771 -6.609614 -2.867547
4 O -2.422996 -5.997097 -0.763201
5 C -2.203529 -4.805493 0.009357
6 C -3.405496 -3.880949 -0.090335
7 C -3.894546 -3.616328 -1.530820
8 C -4.018288 -2.130096 -1.900955
9 C -2.799934 -1.635063 -2.678448
10 C -1.544768 -1.751317 -1.823965
11 C -0.218066 -1.229420 -2.380654
12 N 0.224069 -1.774847 -3.667454
13 C -0.434379 -1.229620 -4.857360
14 C 0.398766 -3.202418 -3.685242
15 C -0.660007 -4.080653 -4.301058
16 O 1.394187 -3.667780 -3.205155
17 C -0.076116 0.306948 -2.349448
18 C 0.151807 0.637600 -0.886372
19 Br -1.412820 1.252456 0.079710
20 C 0.724354 -0.667951 -0.319233
21 O 1.028169 -0.846390 0.816475
22 N 0.792035 -1.643163 -1.352855
23 H 0.128354 -4.971680 -1.824740
24 H 0.161600 -6.285351 -0.645889
25 H 0.377093 -6.619845 -2.385242
26 H -2.043993 -5.102474 1.047916
27 H -1.292088 -4.305430 -0.320574
28 H -4.215867 -4.309113 0.501335
29 H -3.096204 -2.945956 0.387434
30 H -4.855340 -4.115135 -1.657922
31 H -3.224557 -4.113498 -2.240346
32 H -4.917835 -1.949651 -2.493470
33 H -4.126255 -1.535240 -0.987165
34 H -2.710529 -2.229773 -3.589793
35 H -2.964093 -0.588260 -2.956672
36 H -1.747022 -1.223149 -0.889877
37 H -1.375479 -2.795861 -1.545128
38 H -0.511877 -0.149464 -4.758674
39 H -1.432907 -1.625962 -5.056131
40 H 0.190339 -1.430495 -5.728856
41 H -0.290383 -5.102818 -4.310183
42 H -1.578572 -4.049379 -3.709922
43 H -0.901223 -3.781822 -5.320806
44 H -0.813885 0.907302 -2.879952
45 H 0.877926 0.495500 -2.857960
46 H 0.888721 1.429359 -0.769840
47 H 1.712763 -1.682708 -1.788844
48 Br 3.818966 0.023742 -0.839720
49 C 5.226670 1.360976 -0.830252
50 C 4.672023 2.736079 -1.088672
51 Br 4.204056 2.999759 -2.957229
52 H 5.959101 1.061904 -1.573317
53 H 5.666038 1.310251 0.163715
54 H 5.415605 3.498094 -0.862824
55 H 3.770865 2.926744 -0.515423
56 Br 2.881365 3.366678 2.287098
57 C 4.264929 4.723174 2.356586
58 C 3.711814 6.099070 2.103744
59 Br 3.275326 6.364332 0.225969
60 H 5.015920 4.444888 1.622879
61 H 4.687607 4.658219 3.358022
62 H 4.452101 6.856409 2.350860
63 H 2.800094 6.278946 2.664664
64 Br 5.396830 2.788614 5.542434
65 C 3.975114 2.744297 6.871149
66 C 2.615553 2.943489 6.258144
67 Br 2.324381 4.786909 5.725017
68 H 4.211202 3.514743 7.598196
69 H 4.036178 1.764970 7.340137
70 H 1.837740 2.721476 6.985284
71 H 2.477111 2.343958 5.362104
72 Br -0.842026 4.497207 -2.244635
73 C -2.400595 4.716988 -3.381795
74 C -3.660115 4.196487 -2.740179
75 Br -3.708498 2.254287 -2.716241
76 H -2.179415 4.201266 -4.311107
77 H -2.489666 5.784863 -3.568160
78 H -4.528882 4.513059 -3.312882
79 H -3.761620 4.518773 -1.708623
80 Br -0.028807 2.261723 8.909023
81 C -1.103658 1.676379 7.395560
82 C -2.334505 0.928143 7.833864
83 Br -1.916346 -0.859510 8.465263
84 H -0.457203 1.065559 6.772574
85 H -1.380359 2.582148 6.860568
86 H -3.010932 0.799829 6.992078
87 H -2.849691 1.432607 8.645161

Cartesian forces, eV/Å:
-0.1 0.1 0.0
0.5 0.2 0.7
-0.3 -0.3 -0.5
-0.3 0.2 -0.2
0.2 -0.2 0.2
0.2 -0.1 -0.1
-0.1 -0.1 0.2
0.0 -0.1 0.0
-0.1 0.2 0.2
-0.2 -0.1 -0.3
0.8 0.1 0.5
-0.7 -0.2 -0.3
0.0 0.0 0.0
-0.1 0.6 -0.2
0.2 -0.1 -0.2
0.4 -0.3 0.3
0.3 0.0 -0.6
0.0 0.1 -0.3
0.0 0.0 0.2
-0.4 0.0 -0.3
0.4 -0.1 0.5
-0.4 0.5 -0.2
0.0 -0.2 0.1
0.0 0.0 0.0
0.0 0.0 0.0
0.0 0.0 0.0
0.0 0.0 0.0
0.0 0.1 0.0
-0.2 0.0 0.1
0.0 0.0 0.0
-0.1 0.0 0.0
0.0 -0.1 0.0
0.0 0.0 -0.1
0.0 0.1 0.0
0.1 -0.1 -0.2
0.1 -0.1 0.1
0.0 0.1 -0.1
0.0 0.0 0.0
0.0 0.1 0.0
0.0 0.0 0.0
-0.1 0.0 0.0
0.1 0.1 -0.1
0.0 0.0 0.0
-0.3 -0.1 0.4
0.0 0.1 0.0
0.0 -0.1 0.1
0.0 -0.4 0.2
0.2 0.0 0.0
-0.1 0.0 0.0
0.0 0.1 -0.1
-0.1 0.0 0.0
0.0 0.0 0.0
0.0 0.0 0.0
0.0 0.0 0.0
0.0 0.0 0.1
0.0 -0.2 -0.2
0.0 0.0 0.1
0.0 0.0 -0.1
0.0 0.0 0.0
0.0 0.0 0.0
0.0 0.0 0.0
0.0 0.0 0.0
0.0 0.0 0.0
0.0 0.0 0.0
0.0 0.0 0.0
0.0 0.0 -0.1
0.0 0.1 0.0
0.0 0.0 0.0
0.0 0.0 0.0
0.1 0.0 0.0
0.0 0.0 0.0
0.0 0.0 0.0
0.1 0.0 0.0
0.0 -0.1 0.0
-0.1 0.0 -0.1
0.0 0.0 0.0
0.0 0.0 0.0
0.0 0.0 0.0
0.0 0.0 0.0
0.0 0.0 0.0
0.0 0.1 0.0
0.0 -0.1 0.0
0.0 0.0 0.0
0.0 0.0 0.0
0.0 0.0 0.0
0.0 0.0 0.0
0.0 0.0 0.0

Summary:
HOMO, eV: -9.31
SMILES: CC(=O)OCCCCCC[C@@]1(N(C)C(C)=O)C[C@@H](Br)C(=O)N1.BrCCBr.BrCCBr.BrCCBr.BrCCBr.BrCCBr
Frontier orbital gap, eV: 9.5414

***

Molecular formula: C3H8N2OS
Method: DFT, ωB97M-V/def2-TZVPD

Positions of all 15 atoms, in Å:
1 C -0.302318 1.392826 0.935713
2 C -0.964762 -2.205500 -1.189401
3 C 2.074549 1.880528 0.400900
4 N -1.476868 -2.117681 0.166395
5 N 0.669691 1.766275 0.112736
6 O -0.820034 0.545180 1.561363
7 S -0.540118 3.080945 0.446240
8 H -1.102702 -1.295000 -1.790007
9 H 0.101029 -2.430233 -1.148644
10 H -1.467184 -3.030475 -1.693123
11 H 2.509313 2.572359 -0.316895
12 H 2.277754 2.233532 1.415726
13 H 2.520150 0.893661 0.264485
14 H -1.011319 -1.384799 0.686400
15 H -2.467182 -1.901617 0.148112

Cartesian forces, eV/Å:
-0.5 0.5 -0.2
0.0 0.1 0.0
0.5 0.0 0.2
-0.1 -0.1 0.2
-0.1 -0.3 -0.6
0.1 -0.7 0.5
0.0 0.6 0.0
0.0 -0.1 0.0
0.0 0.0 -0.1
0.1 0.0 -0.1
0.0 -0.1 0.0
-0.1 0.0 0.0
0.0 0.1 0.0
-0.2 -0.1 0.0
0.1 0.0 0.1

Summary:
Energy above the lowest of the compared OMol25 structures with the same formula, charge and spin, eV: 2.833
HOMO, eV: -8.85
SMILES: CN1SC1=O.CN
Frontier orbital gap, eV: 8.9067

***

Molecular formula: Br2N3O9Pb
Method: DFT, ωB97M-V/def2-TZVPD

Positions of all 15 atoms, in Å:
1 Pb 0.795656 -0.739954 -0.973267
2 Br 2.913650 -2.495264 -1.574348
3 Br 1.087765 1.030839 -3.366644
4 N 0.072373 -2.187660 2.187106
5 O -0.955711 -2.942006 2.330209
6 O 0.503531 -1.892863 1.006210
7 O 1.044163 -2.402554 2.992484
8 N 1.485056 2.251424 0.512660
9 O 0.593200 2.780420 1.294485
10 O 1.296727 1.130044 0.014863
11 O 2.140839 3.089564 -0.182636
12 N -2.697551 0.573889 -1.100238
13 O -3.054077 0.986532 -2.180899
14 O -3.662301 0.586887 -0.187248
15 O -1.563319 0.230700 -0.772737

Cartesian forces, eV/Å:
-0.9 -0.3 -1.9
0.9 -0.6 -0.2
0.1 0.0 -0.4
3.4 -6.9 -0.8
0.3 3.0 -0.1
-2.1 1.0 1.5
-1.7 2.1 0.8
-4.0 5.6 -2.8
2.3 -2.1 0.2
1.3 -0.5 2.0
1.2 -1.4 1.7
-3.9 0.8 3.4
1.0 0.0 -2.1
2.0 -0.6 -0.8
0.1 -0.2 -0.4

Summary:
Total charge: -3
HOMO, eV: 0.71
Frontier orbital gap, eV: 6.5928

***

Molecular formula: CHBrO
Method: DFT, ωB97M-V/def2-TZVPD

Positions of all 4 atoms, in Å:
1 C -1.421047 1.172258 -0.277870
2 O -0.889585 0.693965 0.643556
3 Br 0.927494 -1.947794 -0.444508
4 H 1.383138 0.081571 0.078821

Cartesian forces, eV/Å:
2.0 -1.8 3.5
-2.1 2.0 -3.5
0.9 3.7 0.9
-0.8 -3.9 -1.0

Summary:
Energy above the lowest of the compared OMol25 structures with the same formula, charge and spin, eV: 2.625
HOMO (alpha / beta), eV: -10.76 / -10.76
Frontier orbital gap (alpha / beta), eV: 8.4100 / 8.4110